Record 1
DFT (the ωB97M-V functional and the def2-TZVPD basis) results for C14H23InO10 as an isolated structure in a non-equilibrium geometry.

Each line ends with the Löwdin charge.
Atoms and positions in Å:
In (2.73808, -2.90873, 1.99062)  1.00
C (3.78361, -10.73027, 1.89099)  0.03
C (2.47758, -10.08334, 1.45056)  -0.20
O (2.22346, -8.95527, 2.23954)  0.25
H (3.76195, -11.05301, 2.93188)  0.11
H (4.65077, -10.09783, 1.70082)  0.11
H (3.90119, -11.63656, 1.29692)  0.12
H (1.70697, -10.84702, 1.55574)  0.20
H (2.50379, -9.83112, 0.39047)  0.14
C (-3.85245, 6.19790, 0.19405)  -0.02
C (-3.44736, 5.25664, -0.95228)  -0.34
C (-2.18504, 5.61104, -1.74838)  -0.06
O (-1.38699, 4.42973, -1.65336)  0.08
C (-1.92101, 3.54372, -0.83154)  -0.55
O (-1.49453, 2.44803, -0.66559)  0.17
O (-3.15235, 4.00968, -0.41951)  0.09
H (-3.12544, 6.03793, 0.99027)  0.09
H (-4.79031, 5.89829, 0.66177)  0.08
H (-4.05285, 7.23818, -0.06238)  0.09
H (-4.32029, 5.24776, -1.60498)  0.15
H (-1.67046, 6.42227, -1.23339)  0.14
H (-2.45848, 5.80516, -2.78552)  0.14
C (-6.21046, 0.63465, 8.39198)  -0.01
C (-5.78446, 0.98195, 6.96677)  -0.34
C (-5.31563, 2.36507, 6.86126)  -0.08
O (-4.05005, 2.23459, 6.17637)  0.10
C (-3.67442, 0.96372, 6.13418)  -0.59
O (-2.71171, 0.53807, 5.55297)  0.16
O (-4.63771, 0.22674, 6.61789)  0.12
H (-5.47430, 0.98996, 9.11304)  0.09
H (-6.12605, -0.44748, 8.49197)  0.09
H (-7.23444, 0.97850, 8.53796)  0.10
H (-6.64796, 0.67305, 6.37766)  0.16
H (-5.25997, 2.78053, 7.86743)  0.14
H (-6.04157, 2.94301, 6.28932)  0.15
C (7.07038, -0.48317, -8.76226)  -0.01
C (6.59192, 0.49847, -7.61146)  -0.28
C (5.09608, 0.81954, -7.71616)  -0.11
O (4.59761, 0.75219, -6.38762)  0.09
C (5.50515, -0.00188, -5.69247)  -0.49
O (5.34116, -0.30955, -4.51175)  0.13
O (6.62829, -0.23523, -6.40215)  0.09
H (6.55619, -1.44323, -8.80676)  0.09
H (8.14554, -0.65202, -8.82234)  0.08
H (6.79386, -0.02212, -9.71045)  0.08
H (7.21906, 1.38872, -7.56418)  0.15
H (4.76592, 0.08040, -8.44607)  0.13
H (4.96773, 1.74237, -8.28187)  0.14

Values from the calculation:
lowest unoccupied orbital energy: -12.605 eV
HOMO-LUMO gap: 0.036 Ha
calculated total energy: -40516.149 eV
multiplicity: 1
charge: +2
energy relative to the best compared isomer or geometry (same formula, charge and spin): 410.7 kJ/mol

---

Record 2
DFT (the ωB97M-V functional and the def2-TZVPD basis) results for one molecule with the formula C14H23N in a non-equilibrium geometry.

Each line ends with the Löwdin charge.
Atoms and positions in Å:
C (-1.01064, 0.44395, -2.82045)  -0.07
C (0.10957, 0.90850, -2.32418)  -0.12
C (-2.16733, -0.05217, -0.64295)  0.11
C (-0.40284, 0.98530, -0.12549)  0.01
C (-1.71419, -0.64879, -2.11515)  -0.19
C (-1.46119, -0.71332, 0.66244)  -0.53
C (-0.67919, 0.48808, 1.24306)  -0.44
C (-2.73471, -1.17556, 1.41242)  -0.08
C (-0.55768, -1.94985, 0.57031)  -0.07
C (0.46676, 0.33173, 2.27266)  -0.03
C (-1.70274, 1.55045, 1.77759)  -0.06
C (2.58395, 1.97260, -0.87143)  -0.04
C (2.64393, -0.28662, -1.76148)  -0.04
C (1.94488, 0.58822, -0.70365)  -0.34
N (0.48508, 0.70373, -0.99927)  -0.05
H (-1.42679, 0.90042, -3.62753)  0.08
H (0.71949, 1.67780, -2.87140)  0.14
H (-2.61163, -1.10945, -2.54018)  0.10
H (-1.07626, -1.46216, -2.04353)  0.05
H (-2.41368, -1.76855, 2.27804)  0.07
H (-3.38920, -1.85951, 0.80138)  0.10
H (-3.40272, -0.29977, 1.55225)  0.08
H (0.43105, -1.81298, 0.20991)  0.04
H (-1.11309, -2.67693, -0.17210)  0.12
H (-0.46173, -2.46164, 1.59469)  0.10
H (0.18409, 0.73084, 3.25212)  0.07
H (1.38580, 1.00034, 2.20064)  0.10
H (0.76261, -0.71082, 2.37869)  0.07
H (-1.13983, 2.45886, 1.86868)  0.07
H (-2.14240, 1.44170, 2.84505)  0.12
H (-2.45462, 1.64688, 1.06813)  0.03
H (3.59996, 1.79129, -0.72374)  0.06
H (2.45225, 2.36272, -1.88411)  0.08
H (2.14169, 2.61247, -0.09591)  0.09
H (2.99862, 0.30562, -2.51790)  0.04
H (1.97419, -1.10292, -2.07806)  0.09
H (3.55881, -0.66937, -1.18652)  0.12
H (1.90861, 0.17440, 0.32345)  0.12

Values from the calculation:
lowest unoccupied orbital energy: 0.460 eV
HOMO-LUMO gap: 0.264 Ha
calculated total energy: -16373.067 eV
multiplicity: 1
charge: 0
energy relative to the best compared isomer or geometry (same formula, charge and spin): 839.0 kJ/mol

---

Record 3
DFT (the ωB97M-V functional and the def2-TZVPD basis) results for C14H23N2OsP as an isolated structure in a non-equilibrium geometry.

Each line ends with the Löwdin charge.
Atoms and positions in Å:
C (-2.08575, -0.11991, -2.45485)  -0.01
C (-1.91739, -1.15921, -1.53576)  -0.03
C (-1.33724, -0.92006, -0.28905)  -0.26
C (-0.97805, 0.40555, 0.04624)  -0.27
C (-1.07079, 1.43672, -0.89511)  -0.31
C (-1.65736, 1.16965, -2.13840)  0.00
C (-1.08582, -2.02637, 0.67819)  -0.13
C (-0.51774, -3.29937, 0.00001)  -0.11
N (0.66771, -3.08448, -0.78241)  -0.10
Os (-0.49902, 0.92571, 1.98222)  1.19
C (-0.52095, 2.78850, -0.55298)  -0.26
P (0.48755, 2.64566, 1.01867)  0.68
H (-2.24543, -2.17242, -1.77506)  0.12
H (-1.76431, 1.99296, -2.84808)  0.14
H (-2.54744, -0.32193, -3.42262)  0.13
H (-1.30528, 3.54018, -0.36602)  0.12
H (0.14038, 3.17741, -1.34247)  0.11
H (-0.43114, -1.67677, 1.50067)  0.06
H (-2.03973, -2.30969, 1.15640)  0.15
H (-0.24549, -4.01669, 0.79395)  0.17
C (0.69008, 4.32934, 1.63694)  -0.20
C (2.12800, 2.22109, 0.33864)  -0.20
H (-1.27535, -3.75958, -0.64862)  0.14
C (0.67755, -3.25178, -2.19850)  0.01
C (1.80149, -2.45637, -0.17860)  0.01
H (0.16463, 1.90205, 3.15969)  0.02
H (1.60357, -3.76900, -2.49755)  0.13
H (-0.20128, -3.83886, -2.49845)  0.12
H (0.64818, -2.27830, -2.72402)  0.14
H (2.71177, -2.79014, -0.69763)  0.13
H (1.75994, -1.35114, -0.24558)  0.12
H (1.85774, -2.73114, 0.88490)  0.13
H (2.15045, 2.41054, -0.74145)  0.07
H (2.87318, 2.83986, 0.85074)  0.06
H (2.31464, 1.15954, 0.53915)  0.03
H (0.63213, 5.05980, 0.82036)  0.08
H (-0.09015, 4.54505, 2.37656)  0.07
H (1.67279, 4.39418, 2.12163)  0.07
H (0.81409, 1.42340, 2.89766)  0.03
N (-1.14134, -0.86727, 4.46369)  0.10
C (-0.83883, -0.16673, 3.56688)  -0.46

Values from the calculation:
lowest unoccupied orbital energy (spin up / spin down): -7.288 / -9.561 eV
HOMO-LUMO gap (spin up / spin down): 0.296 / 0.230 Ha
calculated total energy: -29605.637 eV
multiplicity: 5
charge: +2
energy relative to the best compared isomer or geometry (same formula, charge and spin): 0.0 kJ/mol

---

Record 4
DFT (the ωB97M-V functional and the def2-TZVPD basis) results for a 2-piece molecular cluster, C14H23N4O5S overall in a non-equilibrium geometry.

Each line ends with the Löwdin charge.
Atoms and positions in Å:
O (-4.08033, -5.11949, -1.07085)  0.15
O (1.60036, 2.96509, -3.05026)  0.03
O (-2.44531, -2.89556, -0.68540)  0.08
O (0.51372, 1.86524, 1.84556)  0.05
O (-4.84128, -4.92252, 1.05291)  0.12
S (-0.24854, -4.09653, 1.83432)  0.79
C (-4.02957, -4.56556, 0.01786)  -0.40
C (2.02211, 3.84671, -2.30259)  -0.52
C (-3.03928, -3.46300, 0.24012)  -0.26
C (0.84115, 2.85843, 1.20622)  -0.44
C (0.38344, -0.58140, -0.52909)  0.02
C (1.21643, 0.30981, -1.14216)  -0.21
C (0.12670, -0.77797, -2.72454)  -0.02
N (-0.27794, -1.26628, -1.53278)  0.13
N (0.82577, 4.04508, 1.82871)  0.05
N (1.95368, 3.76238, -0.96822)  0.10
N (1.02419, 0.20566, -2.50462)  0.16
C (0.18046, -5.86786, 2.05021)  -0.39
C (2.67301, 5.08126, -2.87738)  0.02
C (1.07779, 5.39753, 1.32580)  -0.06
C (-1.96748, -4.01548, 2.46849)  -0.47
C (-2.74989, -2.97021, 1.66471)  -0.18
C (2.05274, 1.35730, -0.45934)  -0.05
C (1.25258, 2.66740, -0.27589)  -0.16
H (-5.40942, -5.63539, 0.71156)  0.14
H (0.25272, -0.69826, 0.54274)  0.14
H (-0.27000, -1.06963, -3.69322)  0.16
H (-0.99673, -1.98103, -1.38510)  0.12
H (0.54592, 3.97554, 2.79698)  0.15
H (2.35622, 4.50715, -0.42154)  0.11
H (1.37702, 0.88598, -3.18126)  0.16
H (-0.50770, -6.50065, 1.48142)  0.04
H (1.19915, -6.05230, 1.69544)  0.04
H (0.12358, -6.14656, 3.10683)  0.04
H (2.18096, 5.97191, -2.49038)  0.09
H (3.72833, 5.09395, -2.61088)  0.09
H (2.57444, 5.06092, -3.96267)  0.09
H (0.50011, 5.58734, 0.41846)  0.09
H (2.14276, 5.54339, 1.13681)  0.08
H (0.77003, 6.12489, 2.08072)  0.10
H (-2.44784, -4.99754, 2.39682)  0.08
H (-1.94639, -3.73667, 3.52780)  0.08
H (-2.18928, -2.03126, 1.63271)  0.11
H (-3.70166, -2.76782, 2.16582)  0.13
H (2.40864, 0.97198, 0.49852)  0.13
H (2.94497, 1.52766, -1.06503)  0.13
H (0.29966, 2.54636, -0.79432)  0.16

Values from the calculation:
lowest unoccupied orbital energy: -3.249 eV
HOMO-LUMO gap: 0.288 Ha
calculated total energy: -41919.760 eV
multiplicity: 1
charge: +1

---

Record 5
DFT (the ωB97M-V functional and the def2-TZVPD basis) results for one molecule with the formula C14H23NO2.

Each line ends with the Löwdin charge.
Atoms and positions in Å:
C (1.76443, 0.01489, -3.34127)  -0.07
C (2.05001, 1.13284, -2.34545)  -0.17
C (0.79214, 1.56843, -1.57261)  -0.48
C (1.10963, 2.69783, -0.58640)  0.00
C (0.24142, 0.43771, -0.83357)  0.05
C (-0.23619, -0.48314, -0.23222)  0.03
C (-0.76738, -1.59674, 0.53250)  -0.20
N (-1.30610, -1.14069, 1.80396)  -0.18
C (-0.31540, -0.56401, 2.69263)  -0.19
C (0.58306, -1.60358, 3.37609)  -0.18
C (-0.27718, -2.62455, 4.11741)  -0.21
C (-1.29050, -3.24247, 3.15665)  -0.19
C (-2.11070, -2.12898, 2.49212)  -0.20
O (-0.26380, 1.97430, -2.48242)  0.04
C (-0.10651, 3.00103, -3.30981)  -0.54
C (-1.34642, 3.17793, -4.15503)  0.03
O (0.87390, 3.69459, -3.39760)  0.10
H (1.03700, 0.33780, -4.08295)  0.08
H (1.36584, -0.85817, -2.82863)  0.07
H (2.67896, -0.26671, -3.85761)  0.07
H (2.45270, 2.00210, -2.86704)  0.11
H (2.78758, 0.79684, -1.61404)  0.13
H (0.19891, 3.00668, -0.07710)  0.10
H (1.82425, 2.34494, 0.15268)  0.09
H (1.53097, 3.54790, -1.11648)  0.08
H (-1.58811, -2.04578, -0.03739)  0.13
H (0.03078, -2.35478, 0.63416)  0.12
H (0.28640, 0.14264, 2.11655)  0.11
H (-0.86006, -0.00356, 3.45989)  0.12
H (1.19546, -2.11194, 2.62761)  0.11
H (1.25792, -1.09911, 4.06940)  0.11
H (0.35104, -3.40170, 4.55897)  0.11
H (-0.81154, -2.12307, 4.92855)  0.11
H (-0.76819, -3.82377, 2.39305)  0.11
H (-1.95976, -3.91857, 3.69140)  0.11
H (-2.82652, -2.55356, 1.78321)  0.12
H (-2.67694, -1.59697, 3.26444)  0.12
H (-2.18081, 2.63927, -3.71770)  0.08
H (-1.14620, 2.78772, -5.15112)  0.09
H (-1.57409, 4.23643, -4.24482)  0.09

Values from the calculation:
lowest unoccupied orbital energy: 0.848 eV
HOMO-LUMO gap: 0.339 Ha
calculated total energy: -20475.043 eV
multiplicity: 1
charge: 0
energy relative to the best compared isomer or geometry (same formula, charge and spin): 95.4 kJ/mol